# 1
Formula: C20H34CaClIN3O4
Source: OMol25
Level of theory: ωB97M-V/def2-TZVPD

The geometry in XYZ format:
```
64
Properties=species:S:1:pos:R:3:lowdin_charge:R:1
O -0.908 3.439 0.534 0.005
C 0.100 3.648 -0.129 -0.203
C 0.227 3.811 -1.593 -0.188
C -0.359 2.893 -2.468 -0.040
H -0.665 1.920 -2.092 0.083
C -0.511 3.222 -3.812 -0.067
H -1.033 2.545 -4.482 0.106
C 0.019 4.419 -4.302 -0.092
H -0.190 4.744 -5.324 0.098
C 0.794 5.227 -3.461 -0.097
H 1.262 6.128 -3.855 0.096
C 0.973 4.872 -2.129 -0.042
H 1.683 5.401 -1.502 0.111
H 1.103 3.589 0.382 0.126
C 2.462 1.042 1.191 -0.229
C 2.053 0.292 0.010 -0.473
H 3.185 1.817 0.911 0.055
H 2.878 0.427 2.011 0.060
H 1.579 1.573 1.567 0.029
C 2.303 0.564 -1.259 -0.340
C 3.716 0.391 -1.767 -0.153
H 1.572 0.879 -2.009 0.028
H 4.097 1.205 -2.390 0.040
H 3.808 -0.556 -2.302 0.046
H 4.367 0.288 -0.891 0.062
Ca 0.436 -1.362 0.152 0.868
Cl 2.683 -2.623 -0.299 -0.188
C 0.079 -4.265 -0.271 -0.421
O -0.570 -3.523 0.505 -0.165
N 0.215 -5.574 -0.121 -0.177
C -0.313 -6.160 1.102 -0.041
C 0.918 -6.450 -1.052 -0.039
H 0.603 -3.801 -1.125 0.024
H -0.772 -5.349 1.671 0.082
H 0.500 -6.617 1.677 0.089
H -1.052 -6.928 0.859 0.085
H 1.299 -5.864 -1.896 0.097
H 0.225 -7.221 -1.413 0.083
H 1.754 -6.950 -0.544 0.088
H -4.702 2.115 -1.214 0.084
H -4.849 -0.377 -1.624 0.082
C -3.628 1.968 -1.394 -0.046
C -3.786 -0.537 -1.425 -0.102
N -3.202 0.675 -0.873 -0.172
H -3.064 2.758 -0.890 0.076
C -2.295 0.559 0.101 -0.299
O -1.783 -0.544 0.440 -0.191
H -3.635 -1.343 -0.702 0.088
H -2.026 1.499 0.617 0.119
H -3.438 2.028 -2.475 0.092
H -3.269 -0.820 -2.354 -0.046
H 0.347 -1.230 5.897 0.091
H -1.547 0.710 5.726 0.086
C 0.904 -0.567 5.224 -0.031
C -0.858 1.178 5.017 -0.050
N -0.021 0.177 4.384 -0.186
H 1.573 -1.153 4.591 0.093
C -0.113 -0.087 3.079 -0.279
O 0.634 -0.905 2.492 -0.119
H -1.432 1.714 4.258 0.089
H -0.896 0.488 2.541 0.132
H 1.471 0.144 5.832 0.087
H -0.229 1.885 5.564 0.087
I -0.679 -1.431 -2.897 -0.092
```

As for the energy relative to the best compared isomer or geometry (same formula, charge and spin): 56.7 kcal/mol. The electronic energy comes out at -2683.2984 Ha. As for the net charge: -1.



# 2
Formula: C3H7NO2
Source: OMol25
Level of theory: ωB97M-V/def2-TZVPD

The geometry in XYZ format:
```
13
Properties=species:S:1:pos:R:3:lowdin_charge:R:1
C -1.495 1.342 0.398 -0.068
N -0.644 0.287 -0.104 0.006
C 0.666 0.193 0.235 -0.493
O 1.235 0.942 1.012 0.049
C 1.398 -0.945 -0.474 -0.171
O 0.581 -2.077 -0.701 -0.063
H -2.429 0.934 0.798 0.082
H -0.948 1.845 1.197 0.083
H -1.733 2.075 -0.382 0.085
H -0.993 -0.380 -0.777 0.132
H 2.303 -1.173 0.101 0.126
H 1.706 -0.596 -1.465 0.132
H 0.353 -2.447 0.163 0.100
```

As for the energy relative to the best compared isomer or geometry (same formula, charge and spin): 18.8 kcal/mol. As for the SMILES: CNC(=O)CO. The electronic energy comes out at -323.7510 Ha.



# 3
Formula: C4H11NO2
Source: OMol25
Level of theory: ωB97M-V/def2-TZVPD

The geometry in XYZ format:
```
18
Properties=species:S:1:pos:R:3:lowdin_charge:R:1
C -0.032 -0.785 -1.506 -0.347
N -0.012 0.157 -0.552 -0.158
C -1.273 0.824 -0.168 -0.198
C -1.439 0.974 1.371 -0.071
C 1.159 0.936 -0.303 -0.061
O 0.976 -1.289 -1.977 0.004
H -1.035 -1.056 -1.878 0.138
H -2.086 0.188 -0.529 0.110
H -1.288 1.852 -0.505 0.106
H -2.233 0.344 1.754 0.064
H -0.488 0.675 1.814 0.072
H -1.689 1.984 1.689 0.067
H 1.824 0.339 0.344 0.092
H 1.763 1.048 -1.254 0.111
H 1.021 1.955 0.038 0.092
H 1.321 -3.450 0.506 0.036
H 1.945 -2.076 0.228 0.008
O 1.567 -2.620 0.926 -0.065
```

As for the energy relative to the best compared isomer or geometry (same formula, charge and spin): 24.1 kcal/mol. As for the SMILES: CCN(C)C=O.O. The electronic energy comes out at -364.2297 Ha.



# 4
Formula: C4H9O2
Source: OMol25
Level of theory: ωB97M-V/def2-TZVPD

The geometry in XYZ format:
```
15
Properties=species:S:1:pos:R:3:lowdin_charge:R:1
O -0.983 -1.946 0.167 -0.154
C -0.564 -1.993 1.352 -0.668
O -0.459 -1.078 2.192 -0.131
H -0.344 -3.008 1.776 0.081
C 1.151 -0.004 -0.965 -0.134
C 0.536 1.058 -0.058 -0.328
C -0.947 1.284 -0.364 -0.137
H 0.806 -0.971 -0.606 0.038
H 2.238 -0.051 -0.956 0.053
H 0.811 0.109 -1.994 0.062
H 1.097 1.997 -0.128 0.080
H 0.640 0.725 0.972 0.074
H -1.477 1.771 0.460 0.063
H -1.126 1.811 -1.307 0.053
H -1.380 0.297 -0.542 0.050
```

As for the energy relative to the best compared isomer or geometry (same formula, charge and spin): 5.6 kcal/mol. The electronic energy comes out at -308.3359 Ha. As for the net charge: -1.



# 5
Formula: C7H12O
Source: OMol25
Level of theory: ωB97M-V/def2-TZVPD

The geometry in XYZ format:
```
20
Properties=species:S:1:pos:R:3:lowdin_charge:R:1
O 0.546 1.504 3.624 0.048
C 0.151 0.440 3.214 -0.270
C 0.406 -0.034 1.812 -0.153
C -0.437 0.780 0.802 -0.157
C -0.211 0.258 -0.606 -0.322
C -0.662 -0.941 -0.948 -0.127
C -0.343 -1.675 -2.231 -0.099
C 0.562 1.159 -1.515 -0.051
H -0.385 -0.206 3.924 0.117
H 1.464 0.144 1.621 0.124
H 0.241 -1.098 1.656 0.105
H -0.119 1.818 0.884 0.113
H -1.493 0.722 1.066 0.120
H -1.265 -1.553 -0.280 0.108
H 0.612 -1.347 -2.628 0.058
H -0.311 -2.756 -2.114 0.067
H -1.075 -1.468 -3.022 0.079
H 0.072 2.128 -1.628 0.086
H 1.559 1.384 -1.120 0.089
H 0.688 0.739 -2.512 0.065
```

As for the energy relative to the best compared isomer or geometry (same formula, charge and spin): 15.2 kcal/mol. As for the SMILES: C/C=C(\C)CCC=O. The electronic energy comes out at -349.1245 Ha.



# 6
Formula: C14H36IN6O5P
Source: OMol25
Level of theory: ωB97M-V/def2-TZVPD

The geometry in XYZ format:
```
63
Properties=species:S:1:pos:R:3:lowdin_charge:R:1
N -0.910 3.860 2.506 0.086
C -0.475 3.203 1.380 -0.389
N 1.014 3.390 1.033 0.032
N -1.300 2.319 0.472 -0.039
C -2.004 1.203 1.211 -0.213
C -3.586 1.489 1.551 -0.185
C -4.559 1.597 0.222 -0.195
C -6.015 2.292 0.496 -0.216
N -5.986 3.753 0.866 -0.215
P -6.093 4.048 2.616 0.776
O -7.317 3.248 3.294 -0.498
C -4.886 4.529 0.187 -0.453
O -3.629 4.685 0.609 -0.025
O -5.260 5.251 -1.072 -0.652
I -4.552 4.297 -2.705 0.976
H -1.930 3.658 2.603 0.006
H 1.247 4.382 1.341 0.083
H 1.013 3.473 -0.028 0.076
H -1.936 2.855 -0.159 0.088
H -1.349 0.919 2.154 0.141
H -1.965 0.254 0.487 0.116
H -3.675 2.390 2.292 0.061
H -3.976 0.535 2.153 0.129
H -4.785 0.468 -0.095 0.134
H -3.962 2.051 -0.698 0.058
H -6.700 2.207 -0.478 0.142
H -6.532 1.671 1.370 0.137
H -6.456 5.464 2.772 0.038
H -4.867 3.876 3.351 0.015
C 1.880 -2.314 -2.589 -0.078
C 0.704 -1.807 -3.421 -0.428
C -0.352 -1.030 -2.600 -0.199
O -1.200 -1.855 -1.795 -0.203
C -0.614 -2.287 -0.577 -0.115
N 0.101 -2.942 -4.136 0.033
H 1.635 -3.207 -2.009 0.067
H 2.719 -2.582 -3.241 0.076
H 2.232 -1.542 -1.896 0.076
H 1.113 -1.113 -4.165 0.134
H -1.019 -0.523 -3.305 0.117
H 0.110 -0.243 -1.992 0.116
H 0.046 -1.528 -0.144 0.089
H -0.073 -3.222 -0.736 0.075
H -1.418 -2.492 0.133 0.085
H -0.612 -2.585 -4.774 0.071
H -0.436 -3.483 -3.451 0.071
C 7.155 -3.057 1.320 -0.077
C 6.462 -3.370 -0.004 -0.429
C 5.389 -2.331 -0.407 -0.199
O 4.165 -2.429 0.325 -0.207
C 4.205 -1.842 1.617 -0.104
N 5.897 -4.727 0.061 0.034
H 6.544 -3.312 2.189 0.064
H 8.082 -3.634 1.408 0.077
H 7.417 -1.996 1.385 0.078
H 7.235 -3.358 -0.782 0.134
H 5.121 -2.514 -1.454 0.114
H 5.784 -1.308 -0.364 0.119
H 4.833 -0.946 1.644 0.093
H 4.550 -2.576 2.347 0.073
H 3.187 -1.560 1.894 0.085
H 5.532 -4.973 -0.860 0.072
H 5.060 -4.680 0.649 0.071
```

As for the SMILES: [H]/N=C(/N)NCCCCN([PH2]=O)C(=O)OI.COC[C@@H](C)N.COC[C@@H](C)N. The electronic energy comes out at -1898.5725 Ha.



# 7
Formula: C51H53CsN5O9PS2
Source: OMol25
Level of theory: ωB97M-V/def2-TZVPD

The geometry in XYZ format:
```
122
Properties=species:S:1:pos:R:3:lowdin_charge:R:1
Cs -1.308 -0.072 2.595 1.305
O -2.331 -0.134 6.342 -0.041
C -1.468 0.291 5.556 -0.744
O -1.491 1.275 4.746 -0.349
C -0.112 -0.523 5.477 -0.700
O 0.675 -0.372 6.431 -0.052
O 0.001 -1.206 4.404 -0.399
C -6.535 -5.063 -3.618 -0.095
O -6.006 -4.009 -2.851 -0.087
C -6.319 -2.732 -3.237 -0.220
C -7.215 -2.417 -4.239 -0.049
C -7.459 -1.082 -4.566 -0.124
C -6.777 -0.085 -3.893 -0.108
C -5.869 -0.399 -2.886 -0.009
C -5.639 -1.725 -2.523 -0.163
N -4.785 -2.123 -1.513 0.146
C -3.902 -1.258 -0.800 -0.354
N -4.582 -0.323 -0.108 0.129
C -4.149 0.886 0.548 -0.261
C -2.836 1.344 0.485 -0.233
C -2.635 2.582 1.131 -0.263
C -3.634 3.272 1.801 -0.124
C -4.936 2.772 1.831 -0.065
C -5.190 1.578 1.183 -0.236
O -6.454 0.998 1.119 -0.120
C -7.541 1.808 1.485 -0.115
N -2.627 -1.375 -0.843 0.181
C -2.010 -2.386 -1.567 -0.218
C -1.124 -2.066 -2.596 -0.033
C -0.416 -3.047 -3.282 -0.104
C -0.601 -4.382 -2.969 -0.114
C -1.490 -4.734 -1.957 -0.053
C -2.171 -3.755 -1.254 -0.242
O -3.059 -4.038 -0.252 -0.101
C -2.863 -5.240 0.470 -0.072
H -6.126 -5.980 -3.201 0.089
H -6.238 -4.983 -4.668 0.095
H -7.627 -5.098 -3.557 0.089
H -7.732 -3.200 -4.777 0.093
H -8.166 -0.843 -5.350 0.087
H -6.942 0.954 -4.150 0.096
H -5.316 0.385 -2.385 0.116
H -4.524 -3.094 -1.515 0.110
H -5.579 -0.458 -0.085 0.126
H -1.643 3.041 1.095 0.060
H -3.426 4.209 2.311 0.086
H -5.712 3.311 2.356 0.086
H -8.444 1.231 1.284 0.082
H -7.565 2.733 0.900 0.091
H -7.520 2.065 2.548 0.085
H -1.000 -1.018 -2.841 0.117
H 0.294 -2.755 -4.047 0.095
H -0.053 -5.156 -3.492 0.091
H -1.630 -5.778 -1.703 0.103
H -3.381 -5.117 1.418 0.095
H -1.802 -5.420 0.656 0.056
H -3.288 -6.099 -0.061 0.086
C 3.997 2.514 3.694 -0.065
C 2.500 2.248 3.544 -0.372
C 1.760 2.364 4.875 -0.048
C 1.847 3.159 2.502 -0.246
C 1.887 4.665 2.829 -0.076
O 2.422 5.286 1.640 -0.016
C 2.747 4.260 0.804 -0.338
N 2.511 3.083 1.189 0.153
C 3.342 4.660 -0.487 -0.131
C 3.667 6.006 -0.654 -0.022
C 4.198 6.473 -1.844 -0.090
C 4.404 5.581 -2.882 -0.092
C 4.075 4.242 -2.721 -0.090
C 3.542 3.741 -1.529 -0.280
P 3.044 1.958 -1.293 1.148
C 4.545 1.420 -0.363 -0.375
C 5.813 1.962 -0.573 -0.103
C 6.904 1.520 0.164 -0.098
C 6.743 0.517 1.112 -0.104
C 5.487 -0.037 1.319 -0.087
C 4.394 0.420 0.594 -0.091
C 3.446 1.339 -2.997 -0.383
C 4.592 0.656 -3.393 -0.085
C 4.780 0.297 -4.723 -0.097
C 3.816 0.596 -5.675 -0.110
C 2.637 1.218 -5.281 -0.096
C 2.456 1.578 -3.955 -0.121
H 4.441 1.743 4.326 0.079
H 4.187 3.483 4.167 0.071
H 4.503 2.499 2.724 0.060
H 2.374 1.226 3.174 0.138
H 1.890 3.365 5.307 0.079
H 2.128 1.625 5.588 0.078
H 0.689 2.170 4.754 0.068
H 0.802 2.853 2.429 0.141
H 2.550 4.903 3.661 0.110
H 0.903 5.082 3.026 0.129
H 3.486 6.677 0.173 0.111
H 4.449 7.521 -1.959 0.096
H 4.813 5.924 -3.825 0.097
H 4.237 3.578 -3.556 0.093
H 5.955 2.734 -1.321 0.101
H 7.881 1.959 0.000 0.093
H 7.594 0.173 1.688 0.093
H 5.355 -0.826 2.050 0.101
H 3.409 0.000 0.761 0.097
H 5.351 0.407 -2.660 0.095
H 5.686 -0.220 -5.017 0.094
H 3.974 0.334 -6.714 0.091
H 1.856 1.411 -6.007 0.097
H 1.533 2.059 -3.644 0.105
O 1.153 -1.297 -0.192 -0.095
H 1.113 -2.224 0.077 -0.057
H 0.294 -1.116 -0.593 0.011
S 1.066 -4.700 0.742 0.668
C 2.172 -4.913 1.930 -1.168
N 2.482 -3.985 2.855 -0.049
C 3.295 -4.425 3.976 -0.234
C 4.156 -5.542 3.410 -0.445
S 3.044 -6.408 2.259 0.885
H 1.816 -3.227 2.980 0.140
H 2.670 -4.787 4.796 0.125
H 3.909 -3.606 4.346 0.123
H 4.519 -6.232 4.166 0.071
H 4.988 -5.139 2.836 0.074
```

As for the energy relative to the best compared isomer or geometry (same formula, charge and spin): 35.3 kcal/mol. The electronic energy comes out at -4084.0512 Ha. As for the net charge: -2.



# 8
Formula: C13H18NO6PPdS2
Source: OMol25
Level of theory: ωB97M-V/def2-TZVPD

The geometry in XYZ format:
```
42
Properties=species:S:1:pos:R:3:lowdin_charge:R:1
Pd -0.457 1.122 -0.711 0.483
O -5.312 0.002 -0.969 0.107
C -4.088 0.552 -1.137 -0.462
O -3.271 0.097 -1.887 0.088
C -3.881 1.758 -0.270 -0.180
C -4.918 2.378 0.410 0.013
C -4.623 3.524 1.140 -0.028
C -3.321 3.989 1.166 0.024
C -2.347 3.282 0.468 -0.175
N -2.629 2.197 -0.235 0.126
C -0.899 3.755 0.477 -0.590
O -0.618 4.796 1.031 0.073
O -0.058 3.000 -0.164 -0.195
H -5.339 -0.755 -1.571 0.130
H -5.920 1.980 0.363 0.117
H -5.404 4.042 1.680 0.112
H -3.019 4.877 1.704 0.123
C 3.119 1.293 0.654 -0.062
C 3.346 0.008 -0.113 -0.416
C 3.300 0.176 -1.617 -0.067
O 2.437 -1.055 0.331 -0.295
P 0.873 -1.219 0.296 -0.086
S -0.099 0.138 1.381 0.423
S 0.003 -1.003 -1.511 0.351
O 0.689 -2.648 0.937 -0.281
C 1.334 -3.901 0.552 -0.424
C 2.760 -3.971 1.059 -0.049
C 1.216 -4.167 -0.933 -0.071
H 3.955 1.967 0.460 0.092
H 3.077 1.100 1.726 0.085
H 2.202 1.806 0.362 0.045
H 4.315 -0.406 0.171 0.141
H 2.401 0.698 -1.940 0.049
H 3.339 -0.790 -2.119 0.080
H 4.166 0.761 -1.929 0.089
H 0.731 -4.629 1.096 0.143
H 3.426 -3.336 0.479 0.074
H 3.113 -5.000 0.977 0.088
H 2.816 -3.669 2.104 0.090
H 1.843 -3.492 -1.518 0.072
H 0.188 -4.070 -1.275 0.074
H 1.554 -5.186 -1.128 0.089
```

As for the energy relative to the best compared isomer or geometry (same formula, charge and spin): 5.3 kcal/mol. The electronic energy comes out at -2278.1201 Ha.



| no. | M (g mol⁻¹) | HOMO-LUMO gap (Eh) |
| --- | --- | --- |
| 1 | 582.9 | 0.145 |
| 2 | 89.1 | 0.381 |
| 3 | 105.1 | 0.381 |
| 4 | 89.1 | 0.309 |
| 5 | 112.2 | 0.366 |
| 6 | 526.4 | 0.266 |
| 7 | 1108.0 | 0.163 |
| 8 | 485.8 | 0.266 |